# 1
An isolated molecule of CH2N4O. Source: OMol25; level of theory: wB97M-V/def2-TZVPD.

ORCA input file:
```
! RIJCOSX wB97M-V def2-TZVPD def2/J DEFGRID3
* xyz 0 1
H -2.570 0.711 0.036
N -2.038 -0.111 -0.028
C -0.836 -0.044 0.184
N 0.129 1.189 -0.043
N 1.326 0.777 -0.053
N 1.315 -0.585 0.124
O 0.033 -1.019 -0.144
H 2.194 -1.191 0.015
*
```

The total energy comes out at -9072.8079 eV. The SMILES is [H]/N=c1\nn[nH]o1. Its frontier orbital gap is 9.91 eV. The highest occupied orbital energy comes out at -9.62 eV. As for the energy above the lowest of the compared OMol25 structures with the same formula, charge and spin: 3.490 eV. Its LUMO energy is 0.29 eV.


# 2
A 2-piece molecular cluster, Cl2NO2S overall. Source: OMol25; level of theory: wB97M-V/def2-TZVPD.

ORCA input file:
```
! RIJCOSX wB97M-V def2-TZVPD def2/J DEFGRID3
* xyz -1 1
N -0.269 -1.654 -2.010
O 0.919 1.732 2.246
O -1.336 1.829 1.413
S 0.071 1.976 1.088
Cl -0.202 -3.305 -1.283
Cl 0.816 -0.577 -1.454
*
```

The total energy comes out at -41463.4177 eV. Its frontier orbital gap (spin up / spin down) is 4.33 / 4.33 eV. The highest occupied orbital energy (spin up / spin down) comes out at -2.43 / -2.43 eV. As for the energy above the lowest of the compared OMol25 structures with the same formula, charge and spin: 1.179 eV. Its LUMO energy (spin up / spin down) is 1.90 / 1.90 eV.


# 3
A 2-piece molecular cluster, C5H10O2 overall. Source: OMol25; level of theory: wB97M-V/def2-TZVPD.

ORCA input file:
```
! RIJCOSX wB97M-V def2-TZVPD def2/J DEFGRID3
* xyz 0 1
C 2.081 0.674 -0.690
C 1.193 -0.435 -0.141
C 0.741 -0.370 1.313
O -0.531 0.346 1.166
C -0.976 0.160 -0.001
C -2.342 0.539 -0.438
O -0.121 -0.363 -0.842
H 2.220 0.587 -1.774
H 3.064 0.604 -0.210
H 1.661 1.660 -0.460
H 1.602 -1.414 -0.414
H 1.358 0.243 1.970
H -0.607 -1.977 1.242
H -1.293 -2.151 0.946
H -2.284 1.331 -1.189
H -2.844 -0.317 -0.895
H -2.921 0.884 0.418
*
```

The total energy comes out at -9438.2644 eV. Its frontier orbital gap is 7.57 eV. The highest occupied orbital energy comes out at -6.71 eV. As for the energy above the lowest of the compared OMol25 structures with the same formula, charge and spin: 4.779 eV. Its LUMO energy is 0.86 eV.


# 4
C14H12Cl2N2O4RhTm as an isolated structure. Source: OMol25; level of theory: wB97M-V/def2-TZVPD.

ORCA input file:
```
! RIJCOSX wB97M-V def2-TZVPD def2/J DEFGRID3
* xyz 4 7
Tm -0.850 -0.351 -2.778
Rh -0.243 0.139 -0.187
Cl -1.496 -2.080 -1.057
Cl -1.095 1.907 -1.521
C 0.946 1.360 0.448
C 0.024 -2.213 -4.080
C 0.124 0.861 -4.627
O 1.570 2.190 0.984
O 0.371 -3.089 -4.742
O 0.538 1.444 -5.529
C -1.671 0.068 6.042
N -1.498 0.092 4.603
N -0.840 -0.862 3.895
C -0.820 -0.465 2.558
O -0.111 -1.038 1.664
C -1.603 0.720 2.492
C -1.946 1.055 3.778
C -2.633 2.280 4.240
C -0.115 -1.954 4.438
C -0.548 -2.676 5.560
C 0.224 -3.741 6.032
C 1.362 -4.158 5.332
C 1.738 -3.496 4.161
C 1.016 -2.387 3.734
H -2.080 1.044 6.323
H -0.731 -0.078 6.586
H -2.394 -0.693 6.362
H -1.776 1.250 1.571
H -3.615 2.085 4.694
H -2.036 2.881 4.941
H -2.802 2.900 3.350
H -1.486 -2.409 6.044
H -0.099 -4.252 6.935
H 1.935 -5.009 5.690
H 2.587 -3.826 3.568
H 1.314 -1.886 2.818
*
```

The total energy comes out at -83419.7665 eV. Its frontier orbital gap (spin up / spin down) is 7.09 / 5.66 eV. The highest occupied orbital energy (spin up / spin down) comes out at -20.42 / -22.20 eV. As for the energy above the lowest of the compared OMol25 structures with the same formula, charge and spin: 0.000 eV. Its LUMO energy (spin up / spin down) is -13.33 / -16.54 eV.


# 5
A 12-piece molecular cluster, H24O12 overall. Source: OMol25; level of theory: wB97M-V/def2-TZVPD.

ORCA input file:
```
! RIJCOSX wB97M-V def2-TZVPD def2/J DEFGRID3
* xyz 0 1
O 1.082 -3.914 -1.318
H 0.327 -4.144 -0.769
H 1.810 -4.455 -0.999
O 1.287 0.748 3.420
H 1.661 0.312 2.626
H 0.960 -0.061 3.836
O 2.564 -0.063 1.189
H 3.482 -0.240 0.951
H 2.123 -0.873 0.900
O -2.993 -1.697 -3.519
H -2.493 -1.258 -4.204
H -2.592 -1.817 -2.660
O -1.171 3.712 3.034
H -1.564 3.126 2.380
H -0.337 3.270 3.240
O -3.196 -3.331 -0.195
H -2.839 -2.461 0.029
H -2.369 -3.827 -0.204
O -0.362 0.292 -4.011
H -0.494 -0.145 -3.163
H -0.243 -0.450 -4.614
O 3.798 2.072 2.529
H 2.853 2.002 2.715
H 3.899 1.595 1.705
O -2.143 2.758 -1.078
H -2.643 2.297 -1.767
H -1.839 1.999 -0.568
O -0.794 -1.680 0.991
H -1.143 -1.153 1.720
H -0.217 -1.109 0.477
O 3.602 0.335 -2.546
H 4.408 0.852 -2.472
H 3.121 0.610 -3.330
O -1.833 1.074 1.592
H -2.209 1.535 2.344
H -1.866 1.547 0.758
*
```

The total energy comes out at -24958.3710 eV. The SMILES is O.O.O.O.O.O.O.O.O.O.O.O. Its frontier orbital gap is 10.53 eV. The highest occupied orbital energy comes out at -11.07 eV. As for the energy above the lowest of the compared OMol25 structures with the same formula, charge and spin: 3.323 eV. Its LUMO energy is -0.54 eV.


# 6
C3H3O2Pd as an isolated structure. Source: OMol25; level of theory: wB97M-V/def2-TZVPD.

ORCA input file:
```
! RIJCOSX wB97M-V def2-TZVPD def2/J DEFGRID3
* xyz 2 4
O 0.198 1.323 0.024
O 3.043 -1.915 0.535
C -1.011 1.036 -0.146
C -1.438 -0.315 -0.111
C 2.641 -0.905 0.261
H -1.758 1.840 -0.226
H -0.740 -1.083 0.224
H -2.468 -0.565 -0.363
Pd 1.534 0.584 -0.197
*
```

The total energy comes out at -10706.0838 eV. Its frontier orbital gap (spin up / spin down) is 11.02 / 8.36 eV. The highest occupied orbital energy (spin up / spin down) comes out at -21.08 / -22.97 eV. As for the energy above the lowest of the compared OMol25 structures with the same formula, charge and spin: 0.163 eV. Its LUMO energy (spin up / spin down) is -10.05 / -14.60 eV.


# 7
C4H8Cl2NO as an isolated structure. Source: OMol25; level of theory: wB97M-V/def2-TZVPD.

ORCA input file:
```
! RIJCOSX wB97M-V def2-TZVPD def2/J DEFGRID3
* xyz 1 1
C 0.151 0.262 0.774
C -0.124 1.516 1.123
C 0.659 -0.880 1.541
C -0.645 -0.415 -0.833
N -0.104 0.436 -1.898
O -0.466 -1.765 -1.079
Cl -0.760 2.696 -0.030
Cl 0.351 2.095 2.646
H 1.507 -1.580 1.217
H 1.302 -0.439 2.360
H -0.299 -1.534 1.824
H -1.715 -0.200 -0.737
H -0.845 0.427 -2.610
H 0.713 -0.074 -2.393
H -0.035 1.459 -1.503
H 0.309 -2.005 -0.401
*
```

The total energy comes out at -32850.5662 eV. Its frontier orbital gap is 10.02 eV. The highest occupied orbital energy comes out at -13.64 eV. As for the energy above the lowest of the compared OMol25 structures with the same formula, charge and spin: 2.147 eV. Its LUMO energy is -3.62 eV.


# 8
H43O21 as an isolated structure. Source: OMol25; level of theory: wB97M-V/def2-TZVPD.

ORCA input file:
```
! RIJCOSX wB97M-V def2-TZVPD def2/J DEFGRID3
* xyz 1 1
O -1.766 -0.571 1.121
H 0.641 5.135 -1.157
H -2.463 -0.156 1.589
O 3.633 0.515 2.776
H 3.058 0.977 2.055
H -0.939 -0.596 1.624
O -4.472 -0.215 2.088
H -4.482 -1.105 2.347
H 0.825 -4.385 -0.690
O -3.268 0.788 -2.734
H 1.488 -3.923 -1.942
H 0.855 2.134 0.868
O 0.959 0.393 0.912
H 3.289 2.984 1.008
H 0.913 -0.035 1.783
O 1.512 -3.839 -1.038
H -4.053 0.668 -2.983
H 1.486 -0.873 3.732
O 0.386 2.729 2.994
H 1.495 -0.160 0.496
H -0.521 2.883 3.087
O -3.541 -2.925 1.255
H -3.098 -2.471 2.002
H -4.075 -2.179 1.033
O 2.124 2.377 -2.444
H 2.694 1.827 -1.831
H 2.613 2.817 -3.058
O 2.593 2.429 1.483
H 1.297 5.267 0.072
H 2.274 3.096 2.048
O -0.321 1.136 -1.590
H -1.130 1.622 -1.762
H -0.278 0.393 -0.969
O -1.830 -2.040 -3.830
H -0.932 -1.676 -3.921
H -1.658 -2.940 -4.178
O 4.105 2.519 -0.986
H 0.312 1.990 -0.857
H 4.616 1.690 -0.864
O 0.609 -0.709 3.966
H 0.452 -0.109 4.666
H 0.652 -2.208 -0.607
O 0.039 -3.993 2.608
H -0.492 -3.365 3.013
H 4.554 0.465 2.474
O 1.002 -0.205 -4.065
H -2.645 -0.019 -3.030
O -3.897 -0.465 -0.545
H -4.532 -1.053 -1.016
H -3.046 -0.570 -1.196
O 0.041 -1.421 -0.717
H 0.015 -1.354 -1.664
H 4.075 2.809 -2.015
O 0.299 2.689 0.117
H 0.798 3.421 3.484
H 1.109 3.257 -0.378
O -0.951 -5.438 0.580
H -1.606 -4.631 0.457
H -0.484 -5.081 1.480
O 1.520 5.049 -0.873
H -4.408 -0.171 1.022
H 0.400 -3.557 1.853
H 0.714 0.811 -4.188
H 1.441 -0.429 -4.965
*
```

The total energy comes out at -43684.7547 eV. Its frontier orbital gap is 9.65 eV. The highest occupied orbital energy comes out at -12.65 eV. As for the energy above the lowest of the compared OMol25 structures with the same formula, charge and spin: 8.054 eV. Its LUMO energy is -3.00 eV.


# 9
C2H8NO2 as an isolated structure. Source: OMol25; level of theory: wB97M-V/def2-TZVPD.

ORCA input file:
```
! RIJCOSX wB97M-V def2-TZVPD def2/J DEFGRID3
* xyz -1 1
C 0.752 0.499 0.420
O 0.166 -0.610 -0.424
C -0.026 1.777 0.368
N -1.433 1.631 0.973
H 1.608 0.761 -0.166
H 0.713 0.246 1.508
H -0.235 2.088 -0.663
H 0.372 2.790 0.757
H -1.476 0.629 1.180
H -2.247 1.845 0.379
H 0.485 -1.683 -0.752
H -0.118 -3.459 -1.550
O 0.656 -2.925 -1.105
*
```

The total energy comes out at -7787.3704 eV. Its frontier orbital gap is 8.03 eV. The highest occupied orbital energy comes out at -3.79 eV. As for the energy above the lowest of the compared OMol25 structures with the same formula, charge and spin: 1.814 eV. Its LUMO energy is 4.24 eV.


# 10
A 2-piece molecular cluster, C2H9NOS overall. Source: OMol25; level of theory: wB97M-V/def2-TZVPD.

ORCA input file:
```
! RIJCOSX wB97M-V def2-TZVPD def2/J DEFGRID3
* xyz 0 1
N 1.809 -1.502 -2.067
C 1.197 -1.376 -0.801
O 1.473 -0.079 -0.156
H 1.487 -0.739 -2.630
H 2.812 -1.463 -2.048
H 0.113 -1.478 -0.903
H 1.485 -2.102 -0.037
H 0.615 0.158 0.199
C -2.109 1.312 1.808
S -1.807 1.565 0.037
H -2.718 2.110 2.214
H -2.629 0.360 1.862
H -1.199 1.263 2.397
H -0.529 1.970 0.125
*
```

The total energy comes out at -16592.2108 eV. The SMILES is NCO.CS. Its frontier orbital gap is 10.17 eV. The highest occupied orbital energy comes out at -9.41 eV. As for the energy above the lowest of the compared OMol25 structures with the same formula, charge and spin: 0.455 eV. Its LUMO energy is 0.77 eV.


# 11
A 2-piece molecular cluster, C14H21N2O overall. Source: OMol25; level of theory: wB97M-V/def2-TZVPD.

ORCA input file:
```
! RIJCOSX wB97M-V def2-TZVPD def2/J DEFGRID3
* xyz 1 1
C 3.949 0.235 1.338
O 2.591 0.608 1.342
C 1.754 -0.458 1.376
C 0.363 -0.291 1.378
C -0.553 -1.371 1.380
C -1.907 -1.130 1.370
C -2.410 0.171 1.362
C -3.878 0.421 1.355
C -1.511 1.239 1.361
C -0.159 1.018 1.368
H 4.562 1.139 1.342
H 4.176 -0.357 2.225
H 4.171 -0.347 0.443
H 2.178 -1.450 1.397
H -0.185 -2.382 1.383
H -2.603 -1.952 1.366
H -4.098 1.489 1.353
H -4.342 -0.016 0.469
H -4.349 -0.013 2.238
H -1.888 2.246 1.355
H 0.535 1.841 1.367
C 2.280 -3.173 5.355
C 3.704 -2.565 5.301
C 3.523 -1.043 5.456
N 2.143 -0.834 5.946
N 1.608 0.418 6.092
C 1.763 1.102 7.148
C 1.316 -1.984 5.523
H 2.052 -3.753 4.451
H 2.189 -3.864 6.204
H 4.326 -2.963 6.114
H 4.216 -2.817 4.362
H 4.236 -0.592 6.154
H 3.618 -0.528 4.496
H 1.353 2.089 7.214
H 2.266 0.696 8.002
H 0.828 -1.724 4.578
H 0.537 -2.166 6.270
*
```

The total energy comes out at -19876.7117 eV. Its frontier orbital gap is 4.37 eV. The highest occupied orbital energy comes out at -9.88 eV. As for the energy above the lowest of the compared OMol25 structures with the same formula, charge and spin: 4.972 eV. Its LUMO energy is -5.51 eV.


# 12
An isolated molecule of C23H25FN6O2. Source: OMol25; level of theory: wB97M-V/def2-TZVPD.

ORCA input file:
```
! RIJCOSX wB97M-V def2-TZVPD def2/J DEFGRID3
* xyz 0 1
C 3.408 -1.157 -3.893
C 2.442 -1.564 -2.826
C 1.343 -0.772 -2.520
C 0.477 -1.113 -1.498
C 0.706 -2.263 -0.753
N -0.158 -2.618 0.319
C -1.551 -2.853 -0.009
C -2.375 -1.569 -0.204
O -3.217 -1.503 -1.075
N -2.080 -0.586 0.664
C -2.699 0.725 0.668
C -2.542 1.496 -0.648
C -3.556 2.635 -0.520
C -4.644 2.124 0.447
C -4.220 0.709 0.849
C 0.243 -2.775 1.600
O -0.476 -3.212 2.474
C 1.670 -2.298 1.929
N 1.930 -1.032 1.327
N 2.993 -0.757 0.615
N 2.860 0.442 0.181
C 1.682 0.898 0.656
C 1.154 2.215 0.367
C 1.554 2.883 -0.789
C 1.037 4.127 -1.095
C 0.119 4.729 -0.249
C -0.278 4.092 0.914
C 0.240 2.845 1.209
F -0.142 2.246 2.353
N 1.081 -0.032 1.388
C 1.776 -3.089 -1.081
C 2.636 -2.734 -2.101
H 2.924 -0.533 -4.640
H 4.221 -0.583 -3.445
H 3.839 -2.028 -4.380
H 1.163 0.134 -3.080
H -0.365 -0.478 -1.272
H -1.622 -3.439 -0.928
H -1.994 -3.420 0.817
H -1.359 -0.742 1.352
H -2.240 1.285 1.485
H -2.818 0.833 -1.468
H -1.526 1.857 -0.808
H -3.070 3.523 -0.112
H -3.971 2.902 -1.491
H -4.696 2.766 1.327
H -5.628 2.122 -0.020
H -4.641 -0.026 0.164
H -4.515 0.454 1.865
H 2.431 -2.997 1.579
H 1.725 -2.217 3.020
H 2.272 2.399 -1.432
H 1.351 4.630 -1.996
H -0.286 5.699 -0.491
H -0.980 4.546 1.596
H 1.928 -4.008 -0.535
H 3.472 -3.375 -2.338
*
```

The total energy comes out at -40010.5358 eV. The SMILES is Cc1ccc(N(CC(=O)NC2CCCC2)C(=O)Cn2nnc(-c3ccccc3F)n2)cc1. Its frontier orbital gap is 9.43 eV. The highest occupied orbital energy comes out at -8.99 eV. Its LUMO energy is 0.44 eV.